Record 1
This record from the OMol25 dataset describes the ion C2H2F6P with charge +1 in a non-equilibrium geometry. The level of theory is ωB97M-V with the def2-TZVPD basis set.

Results
- M (g/mol) = 171.0
- maximum force (eV/Å) = 3.7
- HOMO-LUMO gap (eV) = 13.238
- E_LUMO (eV) = -5.4226
- highest occupied orbital energy (Ha) = -0.686

The geometry in ORCA input format:
```
! wB97M-V def2-TZVPD RIJCOSX def2/J DEFGRID3
* xyz 1 1
C -0.584 0.657 0.157
C 0.544 0.127 1.235
F 0.015 -0.202 2.348
F 1.413 1.108 1.423
F 1.185 -0.961 0.737
F 1.181 -0.372 -1.760
F -1.082 -0.186 -2.393
F -0.533 -2.083 -1.106
P -0.246 -0.568 -1.155
H -0.243 1.668 0.011
H -1.650 0.812 0.502
*
```

Record 2
This record from the OMol25 dataset describes a cluster of 2 separate species, C5H11N5 in total in a non-equilibrium geometry. The level of theory is ωB97M-V with the def2-TZVPD basis set.

Results
- M (g/mol) = 141.2
- maximum force (eV/Å) = 3.5
- HOMO-LUMO gap (spin up / spin down) (eV) = 6.690 / 6.727
- E_LUMO (spin up / spin down) (eV) = -8.9302 / -8.9210
- highest occupied orbital energy (spin up / spin down) (Ha) = -0.574 / -0.575

The geometry in ORCA input format:
```
! wB97M-V def2-TZVPD RIJCOSX def2/J DEFGRID3
* xyz 2 1
C 0.495 -0.237 1.836
C -0.562 0.559 2.166
C 1.109 -0.464 0.675
C 2.270 -1.304 -1.273
C -1.033 1.502 -0.118
N 1.638 -0.885 -0.270
N 3.230 -2.484 -3.005
N 2.992 -1.965 -1.941
N -1.273 1.298 1.279
N -2.744 1.288 1.348
H 1.172 -0.427 2.636
H -0.735 0.783 3.303
H 0.777 -1.697 -3.245
H 0.338 -1.623 -2.625
H -1.682 2.264 -0.583
H -0.011 1.841 -0.300
H -0.901 0.484 -0.587
H 4.094 -2.940 -3.350
H -3.020 2.208 0.866
H -3.017 1.277 2.414
H -3.137 0.521 0.773
*
```

Record 3
This record from the OMol25 dataset describes a structure of composition C20H16ClNO8PPd. The level of theory is ωB97M-V with the def2-TZVPD basis set.

Results
- M (g/mol) = 571.2
- maximum force (eV/Å) = 0.5
- HOMO-LUMO gap (spin up / spin down) (eV) = 8.070 / 6.268
- E_LUMO (spin up / spin down) (eV) = -3.2416 / -6.7633
- highest occupied orbital energy (spin up / spin down) (Ha) = -0.416 / -0.479

The geometry in ORCA input format:
```
! wB97M-V def2-TZVPD RIJCOSX def2/J DEFGRID3
* xyz 1 5
Pd 0.545 0.168 0.152
O -1.223 3.803 0.190
C -0.897 2.681 0.237
O -0.640 1.744 1.015
C -0.784 1.910 -1.743
O -1.146 2.735 -2.489
O -0.404 0.725 -1.679
N -1.354 -0.943 0.696
C -1.667 -2.322 0.376
C -2.984 -2.755 0.369
C -3.276 -4.073 0.054
C -2.259 -4.967 -0.257
C -0.944 -4.538 -0.260
C -0.643 -3.213 0.064
P 1.061 -2.656 0.004
C 1.983 -3.196 1.397
C 1.307 -3.710 2.516
C 2.021 -4.059 3.644
C 3.402 -3.889 3.671
C 4.075 -3.367 2.570
C 3.375 -3.008 1.437
C 1.796 -3.008 -1.568
C 2.824 -3.946 -1.705
C 3.348 -4.192 -2.962
C 2.865 -3.501 -4.067
C 1.847 -2.565 -3.928
C 1.310 -2.312 -2.680
H -2.011 -0.319 0.236
H -1.463 -0.778 1.694
H -3.780 -2.060 0.606
H -4.306 -4.404 0.046
H -2.492 -5.992 -0.507
H -0.148 -5.225 -0.520
H 0.233 -3.849 2.489
H 1.506 -4.466 4.503
H 3.957 -4.158 4.560
H 5.146 -3.227 2.606
H 3.889 -2.567 0.594
H 3.198 -4.484 -0.844
H 4.136 -4.923 -3.080
H 3.286 -3.694 -5.044
H 1.479 -2.026 -4.790
H 0.525 -1.572 -2.570
O 2.298 1.702 0.077
Cl 3.092 0.610 0.655
O 4.392 1.003 0.996
O 3.065 -0.465 -0.335
O 2.323 0.131 1.811
*
```

Record 4
This record from the OMol25 dataset describes an isolated molecule of C2F3NO3 in a non-equilibrium geometry. The level of theory is ωB97M-V with the def2-TZVPD basis set.

Results
- M (g/mol) = 143.0
- maximum force (eV/Å) = 4.4
- HOMO-LUMO gap (eV) = 9.844
- E_LUMO (eV) = -2.4583
- highest occupied orbital energy (Ha) = -0.452
- SMILES string = O=C(F)N=C(OF)OF

The geometry in ORCA input format:
```
! wB97M-V def2-TZVPD RIJCOSX def2/J DEFGRID3
* xyz 0 1
C -1.827 0.251 0.062
C 0.491 0.152 -0.059
N -0.602 0.726 -0.118
O -2.786 0.550 0.608
O 0.623 -1.019 0.488
O 1.565 0.918 -0.598
F -1.877 -0.878 -0.713
F 1.769 -1.849 0.041
F 2.643 1.149 0.289
*
```

Record 5
This record from the OMol25 dataset describes a cluster of 7 separate species, C47H45B2F11O7 in total in a non-equilibrium geometry. The level of theory is ωB97M-V with the def2-TZVPD basis set.

Results
- M (g/mol) = 952.5
- maximum force (eV/Å) = 9.8
- HOMO-LUMO gap (eV) = 8.822
- E_LUMO (eV) = -0.1892
- highest occupied orbital energy (Ha) = -0.331
- SMILES string = CCB(O)C1(B(O)CC)OC(=O)O[C@]1(CC(=O)O)C(F)(F)C(F)(F)F.Fc1ccccc1.Fc1ccccc1.Fc1ccccc1.Fc1ccccc1.Fc1ccccc1.Fc1ccccc1

The geometry in ORCA input format:
```
! wB97M-V def2-TZVPD RIJCOSX def2/J DEFGRID3
* xyz 0 1
C 2.477 -4.019 3.774
C 0.934 -3.507 4.032
B 0.390 -2.505 2.856
O 1.432 -1.970 1.909
C -1.155 -2.049 2.547
B -0.989 -0.395 2.436
O -0.138 0.243 3.484
C -1.661 0.552 1.273
C -2.271 1.890 2.067
O -1.406 -2.804 1.273
C -1.536 -4.195 1.823
O -1.168 -5.361 1.282
O -2.125 -4.081 3.199
C -2.393 -2.635 3.503
C -2.209 -2.150 5.085
C -3.042 -3.130 6.152
O -2.827 -4.462 6.181
O -3.987 -2.422 7.070
C -3.942 -2.328 3.068
F -4.684 -1.443 4.044
F -4.074 -1.588 1.757
C -4.901 -3.657 2.894
F -4.938 -4.559 4.066
F -4.682 -4.380 1.586
F -6.306 -3.109 2.771
H 2.474 -4.696 2.816
H 3.144 -3.040 3.654
H 2.800 -4.599 4.762
H 0.951 -2.942 5.083
H 0.273 -4.466 4.153
H 1.510 -2.668 1.167
H 0.753 0.508 3.099
H -0.754 0.982 0.628
H -2.460 0.024 0.600
H -3.271 2.291 1.551
H -2.525 1.607 3.197
H -1.450 2.750 2.151
H -2.476 -0.998 5.239
H -1.077 -2.232 5.457
H -3.384 -1.716 7.498
F -3.948 3.333 0.148
C -4.919 3.381 -0.773
C -6.239 3.175 -0.387
C -7.251 3.230 -1.346
C -6.931 3.480 -2.682
C -5.603 3.682 -3.060
C -4.592 3.638 -2.100
H -6.468 2.973 0.654
H -8.287 3.077 -1.053
H -7.720 3.519 -3.430
H -5.355 3.872 -4.102
H -3.555 3.801 -2.375
F 4.943 -2.478 4.667
C 5.722 -1.927 3.726
C 6.617 -0.923 4.081
C 7.431 -0.352 3.102
C 7.334 -0.785 1.778
C 6.429 -1.790 1.431
C 5.623 -2.368 2.411
H 6.672 -0.594 5.113
H 8.140 0.428 3.371
H 7.967 -0.337 1.014
H 6.353 -2.122 0.399
H 4.921 -3.156 2.161
F -2.257 5.622 3.092
C -1.478 6.173 2.151
C -0.583 7.177 2.506
C 0.231 7.748 1.527
C 0.134 7.315 0.203
C -0.771 6.310 -0.144
C -1.577 5.732 0.836
H -0.528 7.506 3.538
H 0.940 8.528 1.796
H 0.767 7.763 -0.561
H -0.847 5.978 -1.176
H -2.279 4.944 0.586
F -0.342 -5.463 -5.715
C -0.662 -5.820 -4.464
C -1.243 -4.886 -3.613
C -1.581 -5.259 -2.312
C -1.324 -6.560 -1.872
C -0.737 -7.489 -2.732
C -0.409 -7.119 -4.037
H -1.427 -3.878 -3.969
H -2.042 -4.538 -1.641
H -1.584 -6.849 -0.856
H -0.534 -8.500 -2.387
H 0.040 -7.831 -4.721
F -1.722 4.396 -5.246
C -2.548 4.824 -6.210
C -2.314 6.053 -6.816
C -3.171 6.497 -7.823
C -4.260 5.710 -8.206
C -4.490 4.479 -7.588
C -3.626 4.031 -6.589
H -1.468 6.655 -6.500
H -2.993 7.453 -8.308
H -4.931 6.058 -8.988
H -5.340 3.870 -7.885
H -3.784 3.073 -6.105
F 8.207 0.480 -0.915
C 8.855 -0.221 -1.855
C 8.152 -0.709 -2.951
C 8.827 -1.435 -3.932
C 10.197 -1.675 -3.800
C 10.893 -1.185 -2.694
C 10.220 -0.450 -1.719
H 7.087 -0.520 -3.032
H 8.288 -1.814 -4.797
H 10.722 -2.245 -4.563
H 11.958 -1.377 -2.591
H 10.747 -0.054 -0.857
*
```

Record 6
This record from the OMol25 dataset describes a structure of composition C3H6N2O. The level of theory is ωB97M-V with the def2-TZVPD basis set.

Results
- M (g/mol) = 86.1
- maximum force (eV/Å) = 0.5
- HOMO-LUMO gap (eV) = 10.015
- E_LUMO (eV) = 0.7702
- highest occupied orbital energy (Ha) = -0.340

The geometry in ORCA input format:
```
! wB97M-V def2-TZVPD RIJCOSX def2/J DEFGRID3
* xyz 0 1
C -1.790 -0.354 -0.684
N -1.271 0.684 0.217
C 0.033 0.782 0.488
N 0.922 -0.135 -0.012
C 2.282 -0.019 0.248
O 3.106 -0.804 -0.149
H -2.841 -0.149 -0.894
H -1.242 -0.405 -1.636
H -1.725 -1.331 -0.191
H -0.642 1.768 0.076
H 0.644 -0.956 -0.544
H 2.500 0.875 0.853
*
```

Record 7
This record from the OMol25 dataset describes the ion C4H12N4 with charge +2 in a non-equilibrium geometry. The level of theory is ωB97M-V with the def2-TZVPD basis set.

Results
- M (g/mol) = 116.2
- maximum force (eV/Å) = 5.0
- HOMO-LUMO gap (spin up / spin down) (eV) = 10.350 / 10.350
- E_LUMO (spin up / spin down) (eV) = -7.9221 / -7.9224
- highest occupied orbital energy (spin up / spin down) (Ha) = -0.671 / -0.671
- SMILES string = C/C(N)=N\C(=[NH2+])C[NH3+]

The geometry in ORCA input format:
```
! wB97M-V def2-TZVPD RIJCOSX def2/J DEFGRID3
* xyz 2 1
C 0.809 1.356 -0.647
C -0.185 -0.944 -0.023
C 0.300 1.822 -1.949
C -1.063 -1.698 0.966
N 0.181 0.287 0.223
N 1.793 2.055 -0.084
N 0.307 -1.782 -0.957
N -1.127 -1.016 2.307
H 0.341 1.093 -2.786
H 0.696 2.762 -2.283
H -0.776 2.120 -1.959
H -2.181 -1.723 0.633
H -0.729 -2.664 1.219
H 1.989 2.984 -0.500
H 2.300 1.812 0.749
H -0.036 -2.673 -0.956
H 1.007 -1.460 -1.727
H -1.284 0.087 2.094
H -0.317 -1.045 2.890
H -2.025 -1.375 2.790
*
```

Record 8
This record from the OMol25 dataset describes a cluster of 2 separate species, C29H29N2O2 in total in a non-equilibrium geometry. The level of theory is ωB97M-V with the def2-TZVPD basis set.

Results
- M (g/mol) = 437.6
- maximum force (eV/Å) = 2.1
- HOMO-LUMO gap (eV) = 4.408
- E_LUMO (eV) = -5.6543
- highest occupied orbital energy (Ha) = -0.370

The geometry in ORCA input format:
```
! wB97M-V def2-TZVPD RIJCOSX def2/J DEFGRID3
* xyz 1 1
O 6.615 0.107 -2.188
N 6.005 -0.612 -1.380
O 6.551 -1.520 -0.736
C 4.578 -0.383 -1.190
C 3.852 -1.176 -0.317
C 2.495 -1.010 -0.189
C 1.819 -0.024 -0.926
C 0.365 0.145 -0.883
C -0.558 -0.837 -1.153
N -1.913 -0.522 -1.310
C -2.455 0.859 -1.304
C -3.969 0.749 -1.565
C -4.223 -0.699 -2.054
C -2.851 -1.395 -2.061
C -0.122 -2.229 -1.398
C 0.705 -2.561 -2.471
C 1.133 -3.860 -2.648
C 0.732 -4.849 -1.771
C -0.110 -4.538 -0.722
C -0.534 -3.242 -0.535
C 2.583 0.789 -1.779
C 3.934 0.601 -1.914
H 4.383 -1.921 0.248
H 1.936 -1.619 0.499
H -0.009 1.147 -0.752
H -2.223 1.346 -0.353
H -1.947 1.420 -2.093
H -4.539 0.958 -0.652
H -4.305 1.491 -2.298
H -4.923 -1.220 -1.391
H -4.690 -0.718 -3.046
H -2.457 -1.506 -3.076
H -2.874 -2.394 -1.616
H 1.007 -1.790 -3.160
H 1.794 -4.105 -3.463
H 1.080 -5.862 -1.901
H -0.426 -5.309 -0.038
H -1.179 -2.987 0.288
H 2.079 1.534 -2.368
H 4.518 1.195 -2.596
C -1.128 0.494 3.645
C -0.350 -0.838 3.686
C 1.008 -0.488 3.161
C 1.047 0.810 2.761
C -0.200 1.461 2.952
C -0.574 2.764 2.503
C 0.369 3.690 2.006
C -0.028 4.915 1.518
C -1.367 5.265 1.499
C -2.313 4.387 1.996
C -1.930 3.165 2.501
H -2.078 0.407 3.108
H -1.350 0.859 4.655
H -0.285 -1.262 4.697
H -0.820 -1.600 3.050
H 1.826 -1.184 3.071
H 1.910 1.273 2.319
H 1.415 3.443 2.031
H 0.702 5.615 1.148
H -1.676 6.219 1.100
H -3.356 4.662 1.978
H -2.680 2.493 2.878
*
```

Number 1: DFT total energy -27694.354 eV. Number 2: DFT total energy -12787.937 eV. Number 3: DFT total energy -64143.744 eV. Number 4: DFT total energy -17850.463 eV. Number 5: DFT total energy -95038.808 eV. Number 6: DFT total energy -8232.658 eV. Number 7: DFT total energy -10285.898 eV. Number 8: DFT total energy -37608.617 eV.